Density functional theory data (ωB97M-V/def2-TZVPD) for 2 unconnected molecules or ions with the total composition C4H11S3.

```
18
Properties=species:S:1:pos:R:3
C -1.543 -2.220 0.800
C -0.426 -2.202 -0.212
S -1.053 -1.169 -1.601
S 0.714 -0.922 -2.761
H -2.463 -2.671 0.353
H -1.731 -1.224 1.119
H -1.252 -2.887 1.657
H -0.203 -3.171 -0.674
H 0.466 -1.632 0.142
H 1.255 -0.193 -1.748
C 0.728 3.093 0.217
C 0.930 1.568 0.403
S 0.039 0.826 1.791
H 1.053 3.723 1.076
H -0.358 3.282 0.166
H 1.285 3.433 -0.631
H 2.016 1.336 0.435
H 0.543 1.029 -0.532
```

Results
- charge = -1
- energy relative to the best compared isomer or geometry (same formula, charge and spin) (kcal per mole) = 14.4
- E_tot (eV) = -36832.8678
- spin multiplicity = 1
- HOMO level (Ha) = -0.0926

---

Density functional theory data (ωB97M-V/def2-TZVPD) for 2 unconnected molecules or ions with the total composition C4H12.

```
16
Properties=species:S:1:pos:R:3
C 2.229 -0.540 0.988
C 1.648 -1.907 0.846
H 3.145 -0.472 1.610
H 2.641 -0.082 0.085
H 1.621 0.217 1.485
H 2.250 -2.614 0.247
H 0.751 -1.908 0.213
H 1.414 -2.516 1.719
C -1.849 0.917 -1.548
C -2.051 1.476 -0.180
H -1.311 -0.013 -1.723
H -2.789 0.828 -2.122
H -1.385 1.572 -2.309
H -2.614 2.421 -0.155
H -1.126 1.784 0.312
H -2.575 0.836 0.531
```

Results
- charge = -1
- energy relative to the best compared isomer or geometry (same formula, charge and spin) (kcal per mole) = 13.1
- E_tot (eV) = -4340.4663
- spin multiplicity = 2
- HOMO level (alpha / beta) (Ha) = 0.0571 / -0.2814

---

Density functional theory data (ωB97M-V/def2-TZVPD) for 2 unconnected molecules or ions with the total composition C4H12.

```
16
Properties=species:S:1:pos:R:3
C 1.475 1.221 -0.513
C 0.558 2.433 -0.196
H 2.401 1.657 -0.777
H 1.442 0.555 0.389
H 1.000 0.609 -1.327
H -0.476 2.305 0.170
H 0.190 2.868 -1.143
H 1.075 3.295 0.414
C -1.123 -1.141 0.693
C -0.851 -2.502 0.079
H -0.718 -1.124 1.751
H -0.712 -0.520 0.085
H -2.125 -0.988 0.677
H -0.083 -2.452 -0.803
H -0.373 -3.203 0.785
H -1.681 -3.012 -0.283
```

Results
- charge = -1
- energy relative to the best compared isomer or geometry (same formula, charge and spin) (kcal per mole) = 32.7
- E_tot (eV) = -4339.6185
- spin multiplicity = 2
- HOMO level (alpha / beta) (Ha) = 0.0568 / -0.2736

---

Density functional theory data (ωB97M-V/def2-TZVPD) for 2 unconnected molecules or ions with the total composition C4H12.

```
16
Properties=species:S:1:pos:R:3
C -0.028 -0.190 1.974
C 0.553 1.186 1.729
H 0.056 -0.406 3.030
H -0.952 -0.513 1.573
H 0.660 -0.883 1.365
H 0.566 1.676 0.789
H 1.490 1.217 2.339
H -0.218 1.896 2.242
C 0.352 -0.227 -2.226
C -0.872 -0.798 -1.484
H 0.531 -0.853 -3.117
H 0.006 0.772 -2.589
H 1.243 0.010 -1.596
H -1.356 -0.131 -0.751
H -0.437 -1.752 -0.998
H -1.593 -1.003 -2.281
```

Results
- energy relative to the best compared isomer or geometry (same formula, charge and spin) (kcal per mole) = 22.1
- E_tot (eV) = -4341.5719
- spin multiplicity = 1
- HOMO level (Ha) = -0.4015

---

Density functional theory data (ωB97M-V/def2-TZVPD) for 2 unconnected molecules or ions with the total composition C4H12.

```
16
Properties=species:S:1:pos:R:3
C 0.722 -0.955 2.504
C -0.190 -1.437 1.443
H 1.596 -0.566 2.167
H 0.056 -0.203 3.069
H 0.954 -1.698 3.255
H -0.480 -0.601 0.811
H -0.937 -2.334 1.646
H 0.305 -2.055 0.798
C 0.031 1.484 -2.635
C -0.556 0.945 -1.296
H 1.031 1.951 -2.713
H 0.008 0.555 -3.334
H -0.686 2.396 -2.899
H -0.481 1.797 -0.533
H -1.464 0.352 -1.558
H 0.055 0.182 -0.806
```

Results
- energy relative to the best compared isomer or geometry (same formula, charge and spin) (kcal per mole) = 41.6
- E_tot (eV) = -4340.7256
- spin multiplicity = 1
- HOMO level (Ha) = -0.4092

---

Density functional theory data (ωB97M-V/def2-TZVPD) for 2 unconnected molecules or ions with the total composition C4H12.

```
16
Properties=species:S:1:pos:R:3
C -0.337 -1.039 2.725
C -0.368 -0.274 1.422
H -0.462 -0.264 3.548
H -1.118 -1.667 2.944
H 0.607 -1.547 2.983
H -0.383 -0.858 0.555
H 0.547 0.301 1.309
H -1.163 0.442 1.398
C -0.472 0.607 -2.189
C 1.080 0.612 -1.996
H -0.825 1.658 -2.541
H -0.691 -0.038 -3.012
H -1.033 0.433 -1.236
H 1.428 0.873 -1.020
H 1.466 -0.361 -2.181
H 1.725 1.121 -2.710
```

Results
- energy relative to the best compared isomer or geometry (same formula, charge and spin) (kcal per mole) = 15.9
- E_tot (eV) = -4341.8388
- spin multiplicity = 1
- HOMO level (Ha) = -0.4192